[1]
C5H8O2 | ωB97M-V/def2-TZVPD

Geometry as XYZ:
```
15
Properties=species:S:1:pos:R:3:forces:R:3
H 1.721 -1.099 0.122 0.3 0.0 -0.6
C -0.157 1.756 -0.293 0.9 0.6 -1.3
C 0.899 -0.610 -0.419 0.7 0.9 1.2
H -0.747 -0.882 1.826 -0.4 0.6 -0.3
C -1.029 -1.455 0.948 0.4 -1.0 0.9
H 0.411 0.583 1.236 0.5 0.4 0.2
O -0.408 2.816 0.210 -0.4 -0.2 0.4
H -1.478 1.973 -1.542 0.3 0.1 -0.6
H 1.156 -0.424 -1.449 -0.1 -0.7 -0.5
H 1.797 1.278 0.404 0.1 -0.1 -0.2
H -0.356 -2.370 -0.804 -0.4 0.2 -0.2
C 0.844 0.779 0.249 -1.5 -1.0 0.8
C -0.270 -1.523 -0.129 0.4 0.4 -0.7
O -0.666 1.436 -1.524 -0.6 -0.2 1.0
H -1.719 -2.258 1.165 -0.3 0.1 -0.1
```
Positions in Å, forces in eV/Å.

The total charge is 0. As for the SMILES: C=CCCC(=O)O. The orbital gap comes out at 10.7514 eV. As for the energy: -9408.990 eV. Its molecular weight is 100.1 u.



[2]
C43H59BrCl2N5SbSi3W | ωB97M-V/def2-TZVPD

Geometry as XYZ:
```
115
Properties=species:S:1:pos:R:3:forces:R:3
C 1.996 2.734 -4.168 0.0 0.0 0.2
H 4.218 0.322 -3.202 0.1 0.0 0.0
C -3.107 0.506 -3.699 -0.1 0.1 0.0
N -0.073 2.098 -0.040 -0.1 0.3 -0.3
H -1.289 -5.243 3.216 0.0 0.0 0.0
H 0.535 -3.820 3.951 0.0 0.0 0.0
H 2.096 4.717 1.046 0.0 -0.1 0.0
H 4.589 4.402 -1.670 0.0 0.0 -0.1
H -1.750 2.061 -4.306 0.0 0.0 0.0
N -0.741 -0.714 3.328 -0.7 0.1 0.5
C 0.680 -3.839 2.866 0.0 0.1 0.1
N -2.339 -0.859 -1.899 0.1 0.2 0.3
C -3.252 -0.539 -2.804 -0.1 0.1 0.1
C 2.202 1.984 -1.059 -0.1 -0.5 0.2
Cl 1.754 -0.172 1.494 0.7 -0.3 0.5
C -1.320 -1.198 6.003 0.5 -0.1 0.2
C 4.545 1.354 -3.082 -0.1 0.0 0.2
H 0.383 -2.631 -4.140 -0.1 0.0 0.0
H 2.558 -4.476 1.087 0.0 0.0 0.0
C -0.973 0.908 -2.684 -0.2 0.0 0.3
C -2.953 -4.299 2.295 -0.1 -0.1 0.1
C -1.934 1.243 -3.619 0.0 0.0 0.0
H -0.953 -1.494 -3.979 0.0 -0.1 -0.1
H -2.721 -1.634 0.296 0.0 0.1 0.0
C -2.990 -0.037 2.920 -0.4 0.8 -1.1
C -1.176 -0.170 -1.807 -0.4 -0.1 -0.7
H 1.780 3.784 -4.375 0.0 0.0 0.1
C -0.567 -2.455 -3.634 0.1 0.2 0.1
H 5.324 1.359 -2.322 0.0 0.0 -0.2
C 0.875 2.635 -0.857 -0.3 0.1 0.1
C 2.917 -3.471 3.572 -0.1 0.1 -0.1
H 3.194 -4.538 3.539 0.0 0.0 0.0
H 0.728 -0.232 -3.927 0.1 0.0 0.0
H -1.849 2.474 0.932 0.0 -0.1 0.1
H -7.358 0.854 1.330 0.0 0.0 0.0
H 3.878 3.242 2.742 0.1 0.0 -0.2
Si -0.379 -2.612 -1.728 0.2 -0.9 -0.5
H 2.875 4.974 -0.512 0.0 0.0 0.1
W -0.534 -0.154 1.197 0.8 0.6 0.2
C -3.343 -3.263 1.468 -0.1 0.1 -0.1
C -1.718 -3.913 -1.365 0.0 0.2 0.3
N -2.793 0.297 1.682 0.0 -0.8 1.2
H 5.232 1.135 -0.181 0.0 0.0 0.1
H 2.124 -3.188 -1.601 0.0 -0.1 0.0
H 1.221 -1.054 3.783 0.0 -0.1 -0.1
H -4.879 2.557 -1.710 0.0 0.0 -0.1
Si 3.308 2.625 0.456 0.6 0.5 -0.2
C -4.997 1.992 -0.797 -0.1 -0.1 0.0
C 0.223 -1.010 4.192 0.4 -0.1 -0.3
H -3.660 -5.044 2.638 0.0 0.0 0.0
H 5.732 2.465 0.867 0.0 0.0 0.0
H 3.887 1.478 2.634 0.0 -0.1 0.0
C -5.258 0.519 1.522 0.3 -0.2 0.0
C -1.414 4.097 -0.326 0.0 0.1 -0.1
H 2.390 0.346 -4.093 -0.1 -0.1 0.0
H 1.043 2.215 -4.067 0.1 0.1 -0.1
Br -7.778 2.541 -1.074 0.1 -0.1 0.1
H 3.335 5.090 -2.693 0.0 0.0 0.0
Cl -0.395 1.843 2.810 0.1 0.2 0.1
C 0.634 3.878 -1.476 0.1 -0.2 0.0
H -3.343 -0.728 5.448 0.0 0.0 0.0
C 4.017 4.245 -2.583 0.0 -0.1 0.1
H 2.365 2.353 2.798 -0.2 0.0 0.1
H 3.316 -2.866 1.076 0.0 0.1 -0.1
H -1.541 -1.407 7.042 0.0 0.0 0.0
C -0.670 -3.429 2.262 0.3 0.1 -0.3
H -2.317 4.623 -0.050 0.0 0.0 0.0
C -0.159 -0.838 -0.928 -0.1 0.5 -0.3
H 1.376 4.264 -2.157 0.0 0.1 0.1
H 0.819 -4.903 2.597 -0.1 0.0 0.1
H -1.265 -3.219 -3.982 0.0 0.0 0.1
H -2.731 -3.517 -1.396 0.0 0.0 0.0
H -2.930 1.590 -0.660 0.1 -0.1 -0.1
H 1.150 -4.397 -2.442 -0.1 0.1 -0.1
H 4.718 4.288 -3.420 0.0 -0.1 -0.1
H -3.954 0.144 3.376 0.1 0.0 0.1
C 2.383 -3.399 1.252 -0.1 0.3 0.3
H 2.491 2.328 -5.053 0.0 0.0 0.0
C 1.748 -0.360 -3.578 0.0 0.1 0.1
C 3.345 2.375 2.335 -0.4 -0.4 -0.2
C -1.998 -0.562 3.794 0.9 -0.6 1.0
N 1.904 -3.126 2.592 0.0 0.0 0.1
H -0.655 5.570 -1.707 0.0 0.0 0.0
H 3.813 -2.878 3.379 0.0 0.0 0.0
C -1.620 -4.392 2.628 -0.1 0.0 -0.1
C 5.106 2.203 0.011 -0.1 0.2 0.0
H -3.868 0.721 -4.436 0.0 0.0 0.0
H 2.080 -1.364 -3.849 0.0 0.0 0.1
H 5.482 2.752 -0.851 0.1 -0.1 0.1
H -1.627 -4.661 -2.158 0.1 0.1 -0.1
H -5.416 -0.096 2.397 -0.1 0.0 -0.1
H 1.130 -4.343 -0.689 0.0 0.0 -0.2
C -1.051 -2.309 1.476 -0.8 -0.2 0.1
C -6.380 1.041 0.909 -0.1 0.0 0.0
C -0.498 4.613 -1.227 -0.1 0.0 0.0
H 0.808 -1.492 6.189 0.0 0.0 0.0
H -4.140 -1.165 -2.816 0.0 0.0 0.0
C -3.884 1.444 -0.187 0.3 -0.2 0.2
Si 3.144 2.552 -2.651 0.2 0.2 -0.3
C -3.966 0.741 1.016 -0.9 0.5 -0.7
C 1.170 -3.721 -1.584 -0.2 0.1 -0.1
H -4.365 -3.189 1.115 0.0 0.0 0.0
H -1.572 -4.431 -0.417 0.0 0.0 0.1
C -2.315 -0.836 5.127 -0.4 0.3 -0.7
H -0.041 1.441 -2.676 0.0 0.1 0.1
H 1.639 -3.048 0.545 0.2 0.1 0.1
C -2.403 -2.338 1.053 0.2 -0.5 -0.1
C -6.245 1.801 -0.238 0.0 0.1 -0.2
C -0.016 -1.261 5.530 -0.5 0.0 0.2
C -1.150 2.863 0.217 0.1 0.0 -0.1
H 4.999 1.676 -4.022 -0.1 0.0 -0.1
C 2.995 4.504 0.462 0.0 -0.1 -0.2
H 2.557 -3.244 4.578 0.0 0.0 0.0
H 3.832 4.993 0.967 0.0 0.0 0.0
Sb 1.970 -0.278 -1.383 0.2 -0.1 -0.4
```
Positions in Å, forces in eV/Å.

The total charge is 0. The orbital gap (alpha / beta) comes out at 5.5510 / 5.9496 eV. Its spin multiplicity is 3. As for the energy: -180083.248 eV. Its molecular weight is 1186.6 u. As for the expectation value of S²: 2.018.